Record 1
15
Properties=species:S:1:pos:R:3:forces:R:3 method="wB97M-V/def2-TZVPD" mol_weight_da=116.2 spin_multiplicity=1 homo_lumo_gap_ev=9.1 largest_force_ev_per_a=4.13 relative_energy_kj_mol=333.2
C -0.28771 -0.19285 2.77895 -1.1714 0.3365 3.1455
C -1.07623 -1.33850 -1.00571 2.4014 -0.2029 -1.8045
C 1.64215 1.21918 0.01223 -2.2216 1.7234 0.5371
C -0.70536 0.07274 -1.26231 2.5061 -0.6591 3.2144
N -0.59009 -0.20637 3.90981 0.0757 -0.0950 -1.1746
N 0.21096 -0.19552 1.59736 0.5834 -1.2741 -2.0470
S -0.13944 0.87963 0.49703 1.2298 0.7066 -0.9815
H -1.56852 -1.36236 -0.10887 -1.4559 -0.7945 2.2015
H -1.66537 -1.61791 -1.83807 -1.0300 -0.6942 -0.6281
H -0.18523 -1.98496 -1.02869 -0.4262 0.1338 0.4541
H 2.15584 1.71474 0.85772 -0.5075 -0.4800 -0.3332
H 1.45931 1.96481 -0.76762 0.8399 -0.3602 -0.3930
H 2.06392 0.27469 -0.23011 0.4335 -0.5809 -0.4970
H -1.51281 0.59221 -1.60886 -1.8148 1.9343 -0.7579
H 0.19858 0.18047 -1.80287 0.5578 0.3065 -0.9356

***

Record 2
16
Properties=species:S:1:pos:R:3:forces:R:3 method="wB97M-V/def2-TZVPD" mol_weight_da=148.3 smiles="C=NN[C@@H](C)C(=S)S" spin_multiplicity=1 homo_lumo_gap_ev=8.6 largest_force_ev_per_a=0.87 relative_energy_kj_mol=163.3
C -0.75978 1.37962 0.34497 -0.5327 -0.0383 0.4161
C 0.33582 0.37285 0.04233 0.2471 -0.3514 -0.0504
C -1.43226 -1.42352 -1.28786 -0.3130 -0.2577 -0.1638
C 1.71323 0.73810 0.61945 -0.0420 -0.1960 -0.0528
H -1.71150 1.01316 -0.09202 0.5012 0.2757 0.3121
H -0.53098 2.36408 -0.05539 0.0048 -0.0411 -0.1416
H -0.88028 1.51718 1.44200 0.0336 -0.2317 -0.6552
H 0.52649 0.31910 -1.03956 -0.0940 0.1059 0.1185
H -0.09077 -1.08547 1.44943 -0.0080 -0.1026 0.7422
H -1.06300 -0.63137 -1.92980 0.1473 0.1601 0.0185
H -2.21380 -2.06163 -1.70287 0.2122 0.1144 0.2072
H 2.12604 -1.53069 0.13356 0.4564 0.6627 0.1977
N -0.01732 -0.99654 0.46161 0.3403 0.6403 -0.4788
N -1.03307 -1.68314 -0.11181 -0.3219 -0.2137 -0.2569
S 2.95497 -0.49439 0.51044 -0.6144 -0.3461 -0.1503
S 2.07621 2.20265 1.21553 -0.0170 -0.1806 -0.0625

***

Repeat the first record exactly.
15
Properties=species:S:1:pos:R:3:forces:R:3 method="wB97M-V/def2-TZVPD" mol_weight_da=116.2 spin_multiplicity=1 homo_lumo_gap_ev=9.1 largest_force_ev_per_a=4.13 relative_energy_kj_mol=333.2
C -0.28771 -0.19285 2.77895 -1.1714 0.3365 3.1455
C -1.07623 -1.33850 -1.00571 2.4014 -0.2029 -1.8045
C 1.64215 1.21918 0.01223 -2.2216 1.7234 0.5371
C -0.70536 0.07274 -1.26231 2.5061 -0.6591 3.2144
N -0.59009 -0.20637 3.90981 0.0757 -0.0950 -1.1746
N 0.21096 -0.19552 1.59736 0.5834 -1.2741 -2.0470
S -0.13944 0.87963 0.49703 1.2298 0.7066 -0.9815
H -1.56852 -1.36236 -0.10887 -1.4559 -0.7945 2.2015
H -1.66537 -1.61791 -1.83807 -1.0300 -0.6942 -0.6281
H -0.18523 -1.98496 -1.02869 -0.4262 0.1338 0.4541
H 2.15584 1.71474 0.85772 -0.5075 -0.4800 -0.3332
H 1.45931 1.96481 -0.76762 0.8399 -0.3602 -0.3930
H 2.06392 0.27469 -0.23011 0.4335 -0.5809 -0.4970
H -1.51281 0.59221 -1.60886 -1.8148 1.9343 -0.7579
H 0.19858 0.18047 -1.80287 0.5578 0.3065 -0.9356